# 1
The following is a DFT calculation (ωB97M-V/def2-TZVPD) of CH3ClOS in the gas phase.

Calculated values
**M**: 98.554 u
**LUMO energy**: 0.12 eV
**Energy relative to the best compared isomer or geometry (same formula, charge and spin)**: 122.2 kJ/mol
**HOMO-LUMO gap**: 9.4 eV
**SMILES string**: COSCl
**HOMO energy**: -9.2 eV

Last column: Mulliken charge in e.
Element x y z (Å)
C -0.7914 -0.1766 0.5416  -0.407
O 0.0620 -0.5951 -0.4874  -0.334
S 1.8004 -0.0029 -0.3232  0.158
Cl 1.8301 1.2175 -1.8603  -0.086
H -1.7032 -0.7131 0.0604  0.177
H -0.9249 0.9177 0.6769  0.229
H -0.2731 -0.6475 1.3921  0.262

Forces on atoms 1 to 6 (eV/Å):
C -0.5 -1.2 -0.6
O 4.2 1.3 -1.5
S -3.0 -1.5 0.3
Cl 0.1 0.6 -0.6
H 0.7 1.1 2.0
H 0.1 -0.6 -0.3

---

# 2
The following is a DFT calculation (ωB97M-V/def2-TZVPD) of CH3ClOS2 in the gas phase.

Calculated values
**M**: 130.621 u
**LUMO energy**: -0.19 eV
**Energy relative to the best compared isomer or geometry (same formula, charge and spin)**: 73.6 kJ/mol
**HOMO-LUMO gap**: 9.4 eV
**HOMO energy**: -9.6 eV

Last column: Mulliken charge in e.
Element x y z (Å)
C -1.0347 0.2948 -0.7943  -0.664
O 2.2264 0.7246 0.3976  -0.431
S -0.7002 0.1166 1.0134  -0.034
S 1.3753 0.1875 1.4324  0.491
Cl 1.5240 -1.9307 1.1967  -0.189
H -1.1900 1.3115 -1.0748  0.290
H -1.9757 -0.4100 -0.7674  0.263
H -0.2251 -0.2943 -1.4035  0.275

Forces on atoms 1 to 6 (eV/Å):
C 0.3 -4.0 0.4
O -0.3 0.4 -0.3
S 0.0 1.0 -0.3
S -0.3 -1.1 -0.1
Cl 0.4 0.1 0.2
H -0.1 0.4 -0.3

---

# 3
The following is a DFT calculation (ωB97M-V/def2-TZVPD) of 2 unconnected molecules or ions with the total composition CH3ClS2.

Calculated values
**M**: 114.622 u
**LUMO energy**: -0.53 eV
**Energy relative to the best compared isomer or geometry (same formula, charge and spin)**: 363.9 kJ/mol
**HOMO-LUMO gap**: 8.5 eV
**HOMO energy**: -9.0 eV

Last column: Mulliken charge in e.
Element x y z (Å)
C 0.3138 0.0612 0.0742  -0.199
S -0.6560 -1.3997 -0.3273  -0.096
S -0.2293 1.7007 -0.4739  -0.093
Cl 1.9892 0.0076 0.0002  -0.106
H -0.2074 0.2606 1.8155  0.197
H 0.0899 -2.0270 -1.3088  0.145
H -1.3003 1.3965 0.2202  0.152

Forces on atoms 1 to 6 (eV/Å):
C -1.9 0.9 3.4
S 0.5 -0.3 -0.3
S 0.1 -0.7 -0.3
Cl 1.5 -0.6 -0.1
H 1.2 -0.8 -3.3
H -0.2 0.8 0.6

---

# 4
The following is a DFT calculation (ωB97M-V/def2-TZVPD) of CH3F in the gas phase.

Calculated values
**M**: 34.033 u
**LUMO energy**: 1.21 eV
**Energy relative to the best compared isomer or geometry (same formula, charge and spin)**: 13.3 kJ/mol
**HOMO-LUMO gap**: 13.3 eV
**SMILES string**: CF
**HOMO energy**: -12.1 eV

Last column: Mulliken charge in e.
Element x y z (Å)
C 0.3904 0.2448 -0.4477  -0.302
H -0.1476 0.5740 -1.2929  0.204
H 0.8178 1.2097 -0.0653  0.173
H 1.1539 -0.4549 -0.5223  0.196
F -0.4630 -0.3109 0.5074  -0.271

Forces on the atoms, in the same order (eV/Å):
C -0.3 2.1 2.3
H -0.7 -0.5 -1.3
H -0.2 -0.9 0.2
H 1.4 -1.1 -1.0
F -0.3 0.4 -0.1

---

# 5
The following is a DFT calculation (ωB97M-V/def2-TZVPD) of 2 unconnected molecules or ions with the total composition CH3F2NO2S.

Calculated values
**M**: 131.103 u
**LUMO energy (alpha / beta)**: -1.15 / -1.79 eV
**Energy relative to the best compared isomer or geometry (same formula, charge and spin)**: 621.3 kJ/mol
**HOMO-LUMO gap (alpha / beta)**: 8.1 / 9.6 eV
**HOMO energy (alpha / beta)**: -9.3 / -11.4 eV

Last column: Mulliken charge in e.
Element x y z (Å)
C 0.5457 0.1194 1.2748  -0.849
N -2.0031 0.2159 -1.5357  0.132
O 0.7208 -2.1048 -0.3977  -0.507
O 1.8334 -0.0615 -1.1011  -0.489
F -2.1942 0.7821 -0.3403  -0.076
F -1.2615 1.1751 -2.1236  -0.074
S 0.7082 -0.6905 -0.4761  0.861
H 0.7565 1.1633 1.0575  0.326
H -0.3467 -0.1111 1.9915  0.307
H 1.2408 -0.4880 1.6507  0.368

Forces on atoms 1 to 6 (eV/Å):
C -3.7 0.6 -0.9
N 0.5 0.5 -0.1
O -0.3 -2.0 0.7
O 0.6 0.9 0.0
F -0.5 -0.2 0.7
F 0.0 -0.2 -0.7

---

# 6
The following is a DFT calculation (ωB97M-V/def2-TZVPD) of CH3F2NS in the gas phase.

Calculated values
**M**: 99.105 u
**LUMO energy**: 0.45 eV
**Energy relative to the best compared isomer or geometry (same formula, charge and spin)**: 93.0 kJ/mol
**HOMO-LUMO gap**: 11.2 eV
**HOMO energy**: -10.7 eV

Last column: Mulliken charge in e.
Element x y z (Å)
C -0.0513 -0.0484 -0.2218  -0.473
N 1.5871 -0.0979 -0.9204  -0.278
F 3.2940 -1.0711 0.7149  -0.254
F 3.2755 1.2963 0.5231  -0.362
S 3.0123 -0.0766 -0.5521  0.572
H 0.1163 0.1321 0.8827  0.246
H -0.3839 -0.9621 -0.5031  0.289
H -0.3530 0.8939 -0.6137  0.260

Forces on atoms 1 to 6 (eV/Å):
C 6.1 2.9 1.9
N -2.0 -0.1 0.7
F 0.1 0.1 -0.2
F -0.1 -1.4 -1.0
S -1.6 1.3 1.6
H -0.3 -0.7 -1.3

---

# 7
The following is a DFT calculation (ωB97M-V/def2-TZVPD) of a molecular structure, CH3F2OP.

Calculated values
**M**: 100.004 u
**LUMO energy**: 0.48 eV
**Energy relative to the best compared isomer or geometry (same formula, charge and spin)**: 382.9 kJ/mol
**HOMO-LUMO gap**: 9.0 eV
**HOMO energy**: -8.5 eV

Last column: Mulliken charge in e.
Element x y z (Å)
C 0.3926 0.8453 0.8054  0.060
O -0.6782 -0.8964 -1.5949  -0.459
F -0.7679 1.4082 0.5569  -0.209
F 0.4142 0.5837 2.0771  -0.194
P 0.4171 -1.2689 -0.4416  0.144
H 1.2109 1.4535 0.4338  0.239
H -0.3058 -0.4156 -2.4072  0.348
H -0.6828 -1.7097 0.5705  0.071

Forces on atoms 1 to 6 (eV/Å):
C 0.4 -2.9 -3.0
O 0.4 1.2 -2.1
F -1.3 0.8 -0.8
F 0.7 -0.4 2.0
P -1.4 1.8 3.0
H 0.2 0.2 0.3

---

# 8
The following is a DFT calculation (ωB97M-V/def2-TZVPD) of 2 unconnected molecules or ions with the total composition CH3F2P.

Calculated values
**M**: 84.005 u
**LUMO energy (alpha / beta)**: -2.72 / -2.67 eV
**Energy relative to the best compared isomer or geometry (same formula, charge and spin)**: 262.6 kJ/mol
**HOMO-LUMO gap (alpha / beta)**: 7.6 / 7.7 eV
**HOMO energy (alpha / beta)**: -10.3 / -10.4 eV

Last column: Mulliken charge in e.
Element x y z (Å)
C 0.1969 -0.4421 -0.0337  -0.054
F 1.0943 -1.4122 0.2368  -0.195
F 1.2864 1.7769 0.2905  -0.562
P -1.4408 -0.6145 0.6488  0.181
H 0.2025 -0.3535 -1.1801  0.252
H 0.6548 0.7650 0.1800  0.304
H -1.9940 0.2803 -0.1422  0.072

Forces on atoms 1 to 6 (eV/Å):
C -3.2 -3.0 -2.4
F 0.3 0.3 0.8
F -1.5 -2.3 -0.2
P 3.2 -1.4 1.4
H 0.1 0.7 1.5
H 2.0 3.8 0.7

---

# 9
The following is a DFT calculation (ωB97M-V/def2-TZVPD) of 2 unconnected molecules or ions with the total composition CH3F2PS.

Calculated values
**M**: 116.072 u
**LUMO energy (alpha / beta)**: -0.33 / -1.27 eV
**Energy relative to the best compared isomer or geometry (same formula, charge and spin)**: 544.7 kJ/mol
**HOMO-LUMO gap (alpha / beta)**: 8.7 / 7.4 eV
**HOMO energy (alpha / beta)**: -9.0 / -8.7 eV

Last column: Mulliken charge in e.
Element x y z (Å)
C -1.3524 -0.8902 0.3242  0.315
F -0.4595 -1.3501 -0.5435  -0.156
F -1.0495 -1.3487 1.5371  -0.159
P 2.3218 0.0138 -0.1746  -0.004
S -1.8393 0.8053 0.1274  -0.142
H 1.5462 0.5886 -1.2008  -0.001
H 1.7902 0.8942 0.6875  0.018
H -0.9575 1.2870 -0.7573  0.130

Forces on atoms 1 to 6 (eV/Å):
C 0.1 0.1 -0.4
F 0.0 0.0 -0.1
F -0.1 0.5 0.0
P 0.8 -1.1 -1.1
S -0.5 -0.2 0.6
H 0.0 0.0 -0.3

---

# 10
The following is a DFT calculation (ωB97M-V/def2-TZVPD) of 2 unconnected molecules or ions with the total composition CH3F3N2O.

Calculated values
**M**: 116.042 u
**LUMO energy (alpha / beta)**: -0.04 / -0.10 eV
**Energy relative to the best compared isomer or geometry (same formula, charge and spin)**: 705.9 kJ/mol
**HOMO-LUMO gap (alpha / beta)**: 9.1 / 8.6 eV
**HOMO energy (alpha / beta)**: -9.1 / -8.7 eV

Last column: Mulliken charge in e.
Element x y z (Å)
C -1.0056 -0.3229 -1.6585  -0.189
N 0.2529 1.1974 -0.5404  -0.184
N 0.3947 -0.1667 2.2402  -0.009
O -0.0445 0.4183 -1.5177  0.040
F 1.4231 1.8418 -0.9550  -0.205
F -0.3362 -0.6953 1.1919  -0.118
F 0.9506 -1.2498 2.9204  -0.168
H -1.7162 -0.5637 -0.8227  0.268
H 1.3102 0.2975 1.7946  0.294
H -1.2290 -0.7567 -2.6527  0.272

Forces on atoms 1 to 6 (eV/Å):
C -4.2 -3.0 0.3
N -0.1 0.5 1.8
N 1.9 1.8 0.0
O 2.7 1.9 -1.8
F 0.1 -0.2 -0.4
F 0.6 -0.5 0.2